1.
This record from OMol25 describes a molecular structure, C43H72BBe2BrCl2MgN5O18P in a non-equilibrium geometry. The level of theory is ωB97M-V/def2-TZVPD.

As for the charge: +2. The value obtained for the electronic energy is -7399.127777 Ha. Its HOMO energy is -11.463 eV. The spin multiplicity is 1. For the LUMO energy, the calculation gives -10.37 eV. As for the orbital gap: 1.094 eV.

```
146
Properties=species:S:1:pos:R:3:forces:R:3
C 0.1740 3.0711 2.5058 -0.20 0.58 -0.10
C -1.1753 3.8605 2.4452 0.64 -1.42 -0.26
C -2.3249 2.9093 2.0899 0.29 0.48 -0.44
N -1.9220 2.1788 0.8533 0.00 -0.48 0.69
C -3.0888 1.7213 0.1198 -0.55 1.97 -0.10
O -4.1172 1.2553 0.9702 1.12 -1.11 -0.69
C -3.6846 -0.0262 1.4127 -0.60 -0.23 0.24
C -3.5330 -1.0395 0.2470 -0.46 0.20 1.28
C -3.5903 -2.4207 0.9212 0.20 -0.36 1.30
Cl -3.2406 -3.8909 -0.0754 -0.07 0.31 -0.35
C -2.8880 -2.5831 2.3168 -0.24 -0.82 -0.32
C -3.9093 -2.6591 3.4853 1.04 0.76 -0.11
N -2.3861 -0.6511 -0.7022 -1.00 -0.33 -1.84
C -2.6176 -1.4195 -2.0062 -0.11 -1.18 -1.02
C -1.5375 -2.3655 -2.5295 0.35 0.52 -0.49
C -0.2345 -1.7114 -3.0532 -0.55 -2.00 -0.53
C 0.5179 -2.8051 -3.8677 1.50 1.09 1.00
C 1.8426 -2.1850 -4.4450 -0.66 -1.49 -0.28
C 3.0800 -2.6900 -3.7137 0.93 0.68 0.04
C 3.2241 -2.1369 -2.2915 -0.08 0.04 -0.07
C 3.2569 -0.6154 -2.1813 0.23 0.13 0.58
O 4.5827 -0.1145 -2.3857 -0.49 0.06 -0.23
C 5.0276 0.6381 -1.3165 0.83 0.25 0.72
C 4.3038 1.8980 -0.8841 -0.36 -0.06 -0.68
O 5.9978 0.2923 -0.7177 0.11 -0.18 -0.27
P -0.8218 -0.7945 0.2045 0.26 0.91 4.12
C 0.5173 0.3863 -0.1421 0.56 0.15 -1.75
C -0.0515 -2.4218 0.4660 0.66 -0.87 -2.15
C -2.8034 0.7875 -1.0622 0.28 1.25 0.23
C -1.8848 1.5201 -2.0342 0.21 0.08 -0.84
C -2.5869 2.4888 -2.9853 -0.14 0.32 -0.29
C -3.9361 2.8363 -2.9175 -0.08 -0.43 0.37
C -4.5006 3.7471 -3.7866 -0.30 0.61 -0.47
C -3.7309 4.3741 -4.7652 0.19 -0.59 0.47
C -2.3894 4.0236 -4.8581 -0.07 0.29 -0.20
C -1.8168 3.1066 -3.9871 0.56 0.06 0.15
C -0.3397 2.8041 -4.1687 -0.54 -0.61 -0.46
H 0.7443 3.2850 1.5925 0.05 -0.15 0.13
H 0.0141 1.9916 2.5549 0.06 0.09 0.27
H 0.7928 3.4148 3.3351 -0.02 -0.21 0.00
H -1.3656 4.3639 3.3911 -0.11 0.16 -0.19
H -1.0741 4.5584 1.6118 -0.33 0.41 0.41
H -2.5458 2.1888 2.8794 0.03 0.14 0.04
H -3.1958 3.5194 1.8386 -0.14 -0.19 0.46
H -1.4293 2.8962 0.3312 -0.19 -0.16 -0.39
H -3.5296 2.6244 -0.3378 -0.13 -0.29 -0.15
H -2.7823 0.0678 2.0172 0.00 -0.14 -0.10
H -4.4958 -0.4376 2.0184 0.14 0.19 0.12
H -4.4730 -0.9040 -0.2992 0.44 -0.11 -0.54
H -4.6432 -2.5475 1.1846 0.00 0.11 -0.48
H -2.4063 -3.5624 2.2957 0.22 0.24 -0.08
H -2.0845 -1.8683 2.4838 -0.14 0.06 0.02
H -4.8750 -2.2179 3.2437 -0.03 -0.20 0.10
H -4.0341 -3.6753 3.8499 -0.27 0.06 -0.18
H -3.4814 -2.0831 4.3103 -0.26 -0.09 0.07
H -3.5229 -2.0227 -1.9123 0.15 0.09 0.47
H -2.8729 -0.7792 -2.8573 0.30 0.59 0.51
H -1.9778 -2.8112 -3.4349 -0.32 0.08 0.25
H -1.3303 -3.2225 -1.8873 0.05 0.31 0.24
H -0.4320 -0.9080 -3.7666 -0.01 0.30 0.44
H 0.4606 -1.4562 -2.2511 -0.13 0.45 -0.12
H -0.1494 -3.2591 -4.6421 -0.96 0.75 0.94
H 0.8345 -3.6120 -3.1907 -0.41 -0.12 -0.15
H 1.9579 -2.4970 -5.5217 0.25 0.53 0.00
H 1.7671 -1.0990 -4.4339 0.04 -0.08 -0.31
H 3.9585 -2.3495 -4.2769 -0.09 -0.08 0.01
H 3.1616 -3.7830 -3.6735 -0.30 0.05 -0.13
H 4.1715 -2.4899 -1.8759 -0.17 -0.10 0.03
H 2.4402 -2.5329 -1.6337 0.10 -0.01 -0.03
H 2.5517 -0.0962 -2.8445 0.08 -0.02 0.05
H 2.9919 -0.3756 -1.1474 -0.25 0.00 -0.20
H 3.4598 2.1769 -1.5232 0.20 0.07 -0.06
H 3.8777 1.6950 0.1121 0.08 -0.08 -0.18
H 5.0248 2.7605 -0.7497 -0.90 -1.59 -1.11
H 0.4756 1.3097 0.4320 -0.56 -0.23 0.16
H 0.6357 0.6561 -1.2013 0.05 0.01 0.15
H 1.4599 -0.1062 0.1178 -0.34 -0.27 0.18
H -0.6299 -3.2287 0.9043 -0.40 0.45 0.13
H 0.8137 -2.2569 1.1183 -0.32 0.45 0.12
H 0.3906 -2.8236 -0.4609 0.03 -0.17 0.24
H -3.7697 0.6852 -1.5630 0.10 -0.46 0.14
H -1.3409 0.8312 -2.6925 -0.08 -0.16 0.30
H -1.1020 2.1087 -1.5494 -0.14 -0.29 0.32
H -4.5752 2.3940 -2.1597 -0.01 0.11 -0.09
H -5.5491 4.0257 -3.7324 0.05 -0.23 0.26
H -4.1850 5.1112 -5.4196 0.28 0.22 0.20
H -1.7637 4.4892 -5.6139 -0.02 -0.03 0.08
H 0.2014 3.6641 -4.5606 0.04 -0.01 0.28
H -0.2691 2.0252 -4.9442 0.14 0.08 0.10
H 0.1294 2.3864 -3.2784 0.14 0.37 -0.01
Br 5.1002 3.5477 1.1782 2.11 3.96 1.57
C 0.9199 -3.1975 3.7199 -1.42 3.99 2.01
O 2.1261 -3.2261 3.9315 0.59 -1.80 -0.44
O 0.0868 -2.3402 4.0856 0.47 -0.48 -0.57
O 0.2766 -4.1950 2.9727 -0.08 -6.07 0.93
Be -5.3512 3.8473 -6.8650 -0.18 -0.24 -0.29
C 5.2609 -3.6686 0.8649 0.10 -0.01 -0.08
C 4.2049 -4.7001 0.5890 0.00 0.31 0.04
O 3.0790 -4.3652 0.2195 -0.37 -0.16 -0.24
N 4.5273 -6.0003 0.7511 0.01 0.22 0.06
C 5.8039 -6.5620 1.1729 -0.33 -0.27 -0.09
H 4.8487 -2.6793 0.6868 -0.07 -0.04 0.03
H 5.5864 -3.7240 1.9036 0.15 0.01 -0.05
H 6.1157 -3.8129 0.2006 0.14 0.01 0.17
H 3.7709 -6.6334 0.5462 0.05 -0.05 -0.03
H 6.1779 -7.2239 0.3923 0.17 0.04 0.06
H 5.6540 -7.1445 2.0826 0.16 0.03 0.04
H 6.5376 -5.7867 1.3619 -0.04 0.04 -0.06
Be 0.4138 -5.5560 3.7109 0.35 4.31 -2.02
B 9.8114 -1.6740 0.6969 0.21 -0.08 -0.07
O 9.6571 -0.3801 -0.0049 -0.03 -0.22 0.68
C 9.4409 0.5656 0.8888 0.00 0.49 -1.24
O 9.2729 1.7213 0.6581 -0.07 0.06 0.27
C 9.4409 -0.0932 2.2947 0.03 -0.62 1.16
O 9.2726 0.4690 3.3292 -0.07 0.24 -0.14
O 9.6570 -1.3875 2.1395 -0.07 0.41 -0.62
O 8.7931 -2.6421 0.2403 0.40 0.08 0.07
C 9.4107 -3.6990 -0.2579 -0.89 -0.23 -0.12
O 8.8670 -4.6633 -0.7118 0.06 -0.06 0.01
C 10.9273 -3.4676 -0.1496 1.01 0.17 0.07
O 11.7772 -4.2210 -0.5058 -0.15 -0.14 -0.07
O 11.1224 -2.2806 0.4104 -0.69 -0.12 -0.05
C -6.7435 -2.8221 6.1847 -0.08 -0.01 0.11
O -6.1393 -3.0588 5.1470 -0.17 0.03 0.15
N -6.6947 -3.6529 7.2646 0.08 -0.06 -0.04
N -7.5150 -1.7078 6.3451 0.04 0.04 -0.09
H -7.1813 -3.4786 8.1233 -0.01 0.02 -0.01
H -6.1374 -4.4817 7.1810 -0.02 -0.01 0.01
H -7.5740 -1.0750 5.5705 -0.02 0.00 0.00
H -8.0176 -1.4955 7.1858 0.01 -0.03 0.01
O -3.1470 5.1835 0.3665 -0.01 0.00 -0.19
C -3.9912 6.0478 0.3713 -0.29 -0.02 -0.16
O -4.2728 6.6661 1.5159 0.34 0.02 0.22
C -5.1203 7.8227 1.6176 -0.36 0.17 0.01
C -6.5810 7.4367 1.7078 -0.01 -0.21 -0.10
C -4.7852 6.3770 -0.8696 0.26 0.38 -0.20
H -4.9215 8.5207 0.8040 0.02 -0.09 -0.07
H -4.8197 8.3239 2.5351 0.17 -0.14 0.01
H -6.9170 6.9173 0.8094 -0.02 0.09 -0.04
H -7.2013 8.3216 1.8458 0.02 0.01 0.01
H -6.7420 6.7602 2.5472 0.02 0.08 0.06
H -5.6060 5.6661 -0.9627 -0.01 0.01 0.03
H -4.1273 6.2781 -1.7312 0.00 -0.21 0.03
H -5.1789 7.3897 -0.8881 -0.16 -0.06 0.10
Cl 6.3132 5.7053 1.4019 -1.57 -2.70 -0.03
Mg 0.6682 -4.0638 -5.9546 0.74 -0.52 -0.81
```
Positions in Å, forces in eV/Å.

Löwdin atomic charge list, values in e, 4 entries: atom 1 (C): -0.10, atom 2 (C): -0.20, atom 3 (C): -0.20, atom 4 (N): 0.00

2.
This record from OMol25 describes 2 unconnected molecules or ions with the total composition C7H12Si in a non-equilibrium geometry. The level of theory is ωB97M-V/def2-TZVPD.

The value obtained for the electronic energy is -563.088652 Ha. Its HOMO energy (alpha / beta) is -6.229 / -5.330 eV. The spin multiplicity is 1. For the LUMO energy (alpha / beta), the calculation gives -1.35 / -2.11 eV. As for the orbital gap (alpha / beta): 4.880 / 3.219 eV.

```
20
Properties=species:S:1:pos:R:3:forces:R:3
C 1.2282 2.2764 1.7350 0.18 -1.23 -0.53
C 1.0264 1.1169 1.4583 -1.00 -0.11 0.35
C 2.8383 0.2145 -0.9606 -1.45 -0.81 0.64
C 1.7752 -0.5863 -0.7305 0.33 0.56 -0.56
C -2.1331 -1.1989 1.5351 2.79 0.49 2.92
C -1.2860 1.1814 -2.4026 1.04 1.11 1.26
C -0.7864 -1.6208 0.9591 -2.13 -0.40 -3.14
Si 0.3882 -0.2540 0.4755 0.96 -0.28 -1.38
H 1.5884 3.2459 1.7174 0.25 1.38 0.48
H 3.5893 -0.0591 -1.6510 0.54 -0.18 -0.86
H 2.9303 1.1380 -0.4897 0.49 1.39 1.06
H 1.7807 -1.2902 -1.5437 -0.69 -1.17 0.33
H -2.7047 -2.0261 1.8297 -0.49 -1.38 0.92
H -1.9312 -0.5067 2.3747 -0.40 -0.62 0.15
H -2.7803 -0.6809 0.9739 -1.82 2.11 -2.94
H -0.8899 2.0514 -1.9125 -0.03 0.68 -0.24
H -0.8306 0.3488 -1.9437 -0.03 -1.55 0.01
H -2.2109 1.2584 -2.8926 -0.88 -0.36 -0.68
H -1.1344 -2.1484 -0.0344 1.24 1.08 1.22
H -0.4576 -2.4603 1.5027 1.10 -0.72 0.99
```
Positions in Å, forces in eV/Å.

Löwdin atomic charge list, values in e, 4 entries: atom 1 (C): 0.06, atom 2 (C): -0.23, atom 3 (C): -0.05, atom 4 (C): -0.27

3.
This record from OMol25 describes a molecular structure, CHBr2Cl2P in a non-equilibrium geometry. The level of theory is ωB97M-V/def2-TZVPD.

The value obtained for the electronic energy is -6448.452169 Ha. Its HOMO energy is -9.328 eV. The spin multiplicity is 1. For the LUMO energy, the calculation gives -0.71 eV. As for the orbital gap: 8.615 eV.

```
7
Properties=species:S:1:pos:R:3:forces:R:3
C 0.9379 0.5756 -0.1234 0.33 0.55 1.23
P 0.3574 0.1506 -1.6220 0.64 -0.02 0.09
Cl -1.4681 0.9778 -1.5955 -0.83 0.14 -0.05
Cl -1.4881 -1.4970 1.4557 -0.05 -0.48 -0.53
Br 0.1416 1.4461 1.3858 0.11 -0.04 -0.95
Br 2.7694 0.2531 0.2525 -0.08 -0.32 -0.34
H -1.2501 -1.9062 0.2469 -0.12 0.16 0.56
```
Positions in Å, forces in eV/Å.

Löwdin atomic charge list, values in e, 4 entries: atom 1 (C): -1.66, atom 2 (P): 0.40, atom 3 (Cl): 0.13, atom 4 (Cl): 0.25

4.
This record from OMol25 describes 2 unconnected molecules or ions with the total composition C4H13N3. The level of theory is ωB97M-V/def2-TZVPD.

The value obtained for the electronic energy is -324.445744 Ha. Its HOMO energy is -8.802 eV. The spin multiplicity is 1. The structure (SMILES) is [H]/N=C(\C)CN.CN. For the LUMO energy, the calculation gives 1.00 eV. As for the orbital gap: 9.801 eV.

```
20
Properties=species:S:1:pos:R:3:forces:R:3
H -1.8463 1.8361 0.2684 -0.04 -0.28 -0.21
N -0.9702 1.3345 0.1195 0.19 0.57 0.42
C -1.0202 0.4164 -0.7445 -0.23 -0.15 -0.16
C -2.2260 0.0189 -1.5387 -0.16 0.10 0.15
C 0.2366 -0.3809 -0.9794 0.32 -0.03 0.05
N 0.1596 -1.2035 -2.1761 0.12 -0.05 -0.22
H -3.1320 0.4528 -1.1185 0.01 0.04 0.00
H -2.1139 0.3663 -2.5653 -0.04 -0.06 -0.11
H -2.3012 -1.0648 -1.5657 -0.08 -0.04 -0.08
H 1.0929 0.3118 -0.9627 -0.18 -0.08 0.07
H 0.3518 -1.0432 -0.1165 0.02 0.05 0.00
H 0.9546 -1.8294 -2.2137 -0.07 0.03 -0.07
H 0.1852 -0.6261 -3.0096 0.09 -0.11 0.00
C 2.0849 0.2741 2.3787 0.04 0.26 0.25
N 0.7264 -0.2150 2.2200 -0.41 0.08 0.12
H 2.5555 0.3155 1.3993 0.16 -0.01 -0.05
H 2.6428 -0.4257 3.0035 0.11 0.09 -0.07
H 2.1569 1.2823 2.8304 0.05 -0.29 -0.12
H 0.1929 0.4394 1.6430 0.07 -0.13 0.24
H 0.2696 -0.2594 3.1278 0.03 0.00 -0.22
```
Positions in Å, forces in eV/Å.

Löwdin atomic charge list, values in e, 4 entries: atom 1 (H): 0.06, atom 2 (N): 0.11, atom 3 (C): -0.43, atom 4 (C): -0.05

5.
This record from OMol25 describes a molecular structure, C34H50MnN2Si2. The level of theory is ωB97M-V/def2-TZVPD.

As for the charge: -2. The value obtained for the electronic energy is -3164.970533 Ha. Its HOMO energy (alpha / beta) is 0.333 / 0.351 eV. The spin multiplicity is 2. The expectation value of S² is 0.83. For the LUMO energy (alpha / beta), the calculation gives 4.39 / 4.39 eV. As for the orbital gap (alpha / beta): 4.058 / 4.040 eV.

```
89
Properties=species:S:1:pos:R:3:forces:R:3
Mn -0.8133 0.5875 -0.0449 0.52 0.03 -0.17
C -1.5015 -1.1421 -1.1570 -0.09 -0.06 -0.28
Si 0.0493 -1.8774 -1.7057 -0.09 -0.04 0.06
C 1.1293 -0.4186 -2.2889 -0.01 -0.04 -0.04
N 1.3061 0.5511 -1.1890 -0.34 0.13 0.13
C 2.3811 0.1304 -0.2475 0.01 -0.06 0.09
C 3.6186 1.0265 -0.2908 0.00 -0.01 0.02
C 4.0283 1.2991 -1.7332 0.04 0.02 -0.01
C 2.8837 2.0108 -2.4802 -0.02 0.00 -0.01
C 1.5681 1.9019 -1.7011 -0.02 0.04 -0.04
C 0.9767 -2.8179 -0.3422 0.03 0.05 -0.03
C 1.9921 -3.7413 -0.6063 -0.02 0.01 -0.03
C 2.7303 -4.3222 0.4166 0.02 -0.02 0.03
C 2.4642 -3.9856 1.7379 0.02 -0.02 0.02
C 1.4611 -3.0698 2.0248 0.01 -0.01 0.02
C 0.7283 -2.4942 0.9956 -0.04 0.04 -0.02
C 0.0171 -3.0661 -3.2154 0.06 0.10 -0.05
C 0.0552 -2.5431 -4.5140 0.02 -0.05 0.07
C -0.0586 -3.3525 -5.6357 0.00 -0.06 -0.03
C -0.2211 -4.7239 -5.4890 -0.02 0.00 -0.03
C -0.2748 -5.2690 -4.2127 0.00 -0.01 -0.04
C -0.1571 -4.4486 -3.0991 0.00 0.04 0.03
H -2.1636 -1.8364 -0.6300 0.03 0.06 0.02
H -2.0374 -0.7754 -2.0441 -0.05 -0.02 0.07
H 0.5361 0.0844 -3.0614 -0.02 0.01 -0.02
H 2.0885 -0.7037 -2.7518 0.00 0.00 0.01
H 2.6927 -0.8804 -0.5206 -0.03 -0.01 0.03
H 1.9759 0.0799 0.7660 0.00 0.04 -0.02
H 4.4205 0.5259 0.2593 -0.01 0.00 -0.01
H 3.4292 1.9696 0.2259 -0.01 0.00 0.02
H 4.2568 0.3452 -2.2204 -0.01 0.00 0.01
H 4.9449 1.8951 -1.7673 0.00 -0.02 -0.01
H 2.7582 1.5795 -3.4764 0.00 0.01 -0.01
H 3.1118 3.0706 -2.6272 -0.01 0.00 0.02
H 0.7234 2.1932 -2.3224 0.01 -0.01 -0.01
H 1.5625 2.5850 -0.8506 0.01 0.00 -0.01
H 2.2222 -4.0064 -1.6334 -0.01 -0.01 -0.03
H 3.5171 -5.0321 0.1830 -0.01 0.00 0.00
H 3.0420 -4.4316 2.5403 0.00 0.00 0.00
H 1.2499 -2.7841 3.0485 0.00 0.01 0.02
H -0.0212 -1.7450 1.2399 0.08 -0.04 -0.02
H 0.1675 -1.4738 -4.6552 0.01 0.01 0.00
H -0.0231 -2.9118 -6.6261 -0.01 -0.01 0.00
H -0.3145 -5.3607 -6.3619 0.01 0.00 0.01
H -0.4107 -6.3377 -4.0841 0.00 0.01 -0.01
H -0.2042 -4.8962 -2.1122 0.01 0.01 0.03
C -2.0135 2.0466 -3.2443 0.03 0.10 0.06
Si -1.9376 2.3288 -1.3164 0.15 -0.19 0.13
C -1.3160 4.1683 -1.2858 -0.10 -0.05 -0.07
C -3.8140 2.6493 -1.0031 0.06 -0.01 -0.01
H -2.6525 2.7946 -3.7317 -0.01 0.02 -0.01
H -2.4134 1.0571 -3.4807 -0.03 -0.06 0.01
H -1.0245 2.1132 -3.7118 0.04 -0.01 -0.02
H -1.8188 4.7680 -2.0561 0.00 0.03 -0.01
H -0.2377 4.2489 -1.4443 0.07 0.00 -0.03
H -1.5284 4.6252 -0.3160 -0.01 0.00 0.07
H -4.1718 3.4687 -1.6392 -0.05 0.02 -0.01
H -4.0063 2.9135 0.0397 0.02 0.02 0.05
H -4.4089 1.7596 -1.2263 -0.01 -0.06 -0.01
C -3.7669 0.0876 2.6821 0.01 0.02 -0.02
C -2.7569 -0.8715 3.3228 -0.05 -0.02 0.02
C -2.4168 -1.9957 2.3449 -0.01 0.01 -0.01
C -1.5639 -0.1268 3.8913 -0.07 0.05 0.02
C -1.2899 -0.2774 5.2365 0.00 -0.01 0.03
C -0.3410 0.4934 5.9103 0.01 0.02 0.00
C 0.2495 1.5291 5.1845 0.02 -0.02 0.06
C 0.0195 1.7314 3.8380 0.02 0.02 -0.04
C 0.5976 2.9767 3.1963 0.02 0.01 0.03
C -0.5021 3.8535 2.5908 -0.01 -0.02 -0.02
C 1.6785 2.6979 2.1520 0.00 -0.02 -0.06
C -0.7849 0.7908 3.0692 0.07 -0.15 -0.01
N -0.8128 0.7618 1.7566 -0.09 0.21 -0.06
H -4.6708 -0.4510 2.3781 -0.01 -0.01 -0.02
H -3.3268 0.5612 1.8019 -0.01 -0.03 0.04
H -4.0511 0.8744 3.3853 -0.01 -0.01 0.02
H -3.2522 -1.3359 4.1883 0.01 0.02 -0.02
H -2.0182 -1.5749 1.4233 -0.06 -0.02 0.08
H -3.3161 -2.5724 2.0994 -0.02 -0.02 -0.01
H -1.6782 -2.6797 2.7701 0.00 -0.01 0.02
H -1.8708 -1.0102 5.7958 0.00 -0.01 0.01
H -0.1397 0.3524 6.9658 0.00 0.00 0.01
H 0.9081 2.2289 5.6990 0.00 0.00 0.00
H 1.0689 3.5472 4.0103 -0.02 -0.01 -0.02
H -1.0117 3.3005 1.8005 -0.01 -0.02 -0.02
H -0.0832 4.7686 2.1595 0.01 0.03 -0.02
H -1.2355 4.1303 3.3523 0.00 0.00 0.01
H 1.2229 2.1855 1.3033 0.02 0.02 0.06
H 2.4671 2.0591 2.5603 0.00 0.00 0.02
H 2.1331 3.6352 1.8075 0.01 0.01 -0.02
```
Positions in Å, forces in eV/Å.

Löwdin atomic charge list, values in e, 4 entries: atom 1 (Mn): 0.32, atom 2 (C): -0.32, atom 3 (Si): 0.58, atom 4 (C): -0.24